Computed, not measured: a 10-piece molecular cluster, C35H85O30P5 overall at a distorted geometry, with ωB97M-V/def2-TZVPD.

Output
Gap between HOMO and LUMO   10.386 eV
Energy relative to the best compared isomer or geometry (same formula, charge and spin)   13.65 kcal/mol

Structure (XYZ):
```
155
C35H85O30P5 | the Open Molecules 2025 dataset | ωB97M-V/def2-TZVPD
C 2.6542 5.6299 -2.7369
O 1.3350 6.0759 -2.3970
P 1.1670 7.4459 -1.5847
O 1.8841 8.5931 -2.1644
O -0.4222 7.5434 -1.5097
C -1.0391 8.7969 -1.1981
O 1.5729 7.0727 -0.0878
C 0.9362 5.9916 0.6154
H 2.5497 5.2395 -3.7523
H 2.9780 4.7492 -2.1868
H 3.3764 6.4417 -2.7440
H -1.2591 8.8277 -0.1301
H -1.9343 8.9103 -1.7989
H -0.3411 9.6160 -1.3770
H 0.1586 6.4185 1.2427
H 1.7309 5.4963 1.1621
H 0.4324 5.2860 -0.0467
C 0.6534 2.7344 -4.3425
O 0.8378 1.9668 -5.5169
P 2.1212 1.0486 -5.7274
O 2.1986 -0.1691 -4.9179
O 3.3255 2.0761 -5.4927
C 4.6784 1.6716 -5.6994
O 2.1154 0.8656 -7.3221
C 1.4362 -0.2246 -7.9191
H 1.4026 2.5206 -3.5749
H -0.3292 2.5576 -3.9051
H 0.7240 3.8023 -4.5637
H 4.7766 0.6098 -5.9335
H 5.3289 1.9030 -4.8589
H 5.0100 2.2307 -6.5775
H 0.9096 -0.8736 -7.2200
H 2.1719 -0.8252 -8.4537
H 0.6774 0.0681 -8.6471
C -2.9897 4.8565 0.4769
O -3.1838 4.4843 1.8351
P -2.0376 3.7536 2.6726
O -0.7624 4.4831 2.5347
O -2.0586 2.2708 2.0983
C -3.2740 1.5089 2.1006
O -2.6377 3.6242 4.1417
C -2.3930 4.6263 5.1218
H -3.7045 4.3195 -0.1499
H -1.9933 4.6143 0.1087
H -3.1927 5.9203 0.3738
H -3.3961 1.1825 1.0664
H -4.1557 2.0720 2.4008
H -3.1406 0.6121 2.6986
H -3.3074 5.0389 5.5406
H -1.8113 5.4589 4.7195
H -1.7724 4.1884 5.9031
C -2.0017 -5.3043 1.1321
O -2.2023 -6.2792 0.1068
P -1.2716 -7.6006 0.1087
O 0.1678 -7.3637 0.0460
O -1.7307 -8.3930 1.4121
C -3.0845 -8.7128 1.6843
O -1.9262 -8.3806 -1.1071
C -1.5687 -8.0616 -2.4369
H -1.3972 -5.7133 1.9458
H -2.9740 -5.0437 1.5505
H -1.4994 -4.4152 0.7530
H -3.7775 -8.1108 1.0961
H -3.3214 -8.5227 2.7338
H -3.2342 -9.7845 1.5508
H -0.6858 -7.4167 -2.4592
H -2.3769 -7.6079 -3.0080
H -1.2431 -8.9421 -2.9959
C 2.3004 -4.4653 0.5346
O 3.6410 -4.0150 0.5316
P 4.3029 -3.5646 1.9109
O 4.2691 -4.5719 2.9769
O 5.7757 -3.1073 1.5586
C 6.8344 -4.0533 1.6591
O 3.5050 -2.2163 2.2061
C 3.5041 -1.1876 1.2259
H 2.2176 -5.4702 0.1095
H 1.6279 -3.8339 -0.0439
H 1.8722 -4.6472 1.5241
H 7.3523 -4.1136 0.7022
H 6.4945 -5.0588 1.9063
H 7.5402 -3.7746 2.4401
H 3.8747 -1.5367 0.2609
H 4.0030 -0.2938 1.5975
H 2.4858 -0.8712 0.9730
O -4.6863 -1.6174 2.5837
C -5.5507 -2.1690 3.2087
O -5.3839 -2.6389 4.4318
C -4.1192 -2.4211 5.0709
C -4.0734 -3.2295 6.3380
C -6.9176 -2.4861 2.6296
H -3.8275 -1.3736 5.1672
H -3.3587 -2.7920 4.3730
H -4.2920 -4.2767 6.1292
H -4.6845 -2.8724 7.1663
H -3.0559 -3.2298 6.7387
H -7.4392 -3.2242 3.2320
H -6.7377 -2.8842 1.6346
H -7.4700 -1.5488 2.6119
O -0.8523 -1.1373 4.7405
C 0.0865 -1.5747 4.1192
O 1.2987 -1.0034 4.0271
C 1.4734 0.3045 4.5710
C 0.7943 1.4053 3.7515
C 0.0921 -2.8786 3.3757
H 2.5562 0.4208 4.5675
H 1.1094 0.3376 5.5985
H -0.2736 1.3739 3.9638
H 0.9835 1.3088 2.6813
H 1.1442 2.4053 4.0127
H -0.8854 -3.3476 3.3172
H 0.7133 -3.4918 4.0383
H 0.5325 -2.7339 2.3938
O -0.9755 -0.0390 -3.4161
C -1.6756 -0.7175 -4.1176
O -2.9329 -1.0941 -3.8284
C -3.4394 -0.7974 -2.5293
C -3.6730 0.6690 -2.2221
C -1.1682 -1.3114 -5.4076
H -2.7837 -1.2124 -1.7634
H -4.3900 -1.3279 -2.4958
H -4.2881 1.2364 -2.9193
H -2.7313 1.2056 -2.0973
H -4.1684 0.6956 -1.2462
H -0.2647 -1.8710 -5.1645
H -0.8886 -0.5057 -6.0804
H -1.8930 -2.0124 -5.8154
O 0.2015 -1.6631 0.3208
C -0.7683 -0.9592 0.4435
O -0.8652 0.3222 0.1126
C 0.2853 1.0058 -0.3881
C 0.0885 2.4958 -0.4042
C -2.0903 -1.4162 1.0244
H 0.4166 0.6537 -1.4160
H 1.1979 0.7512 0.1548
H 0.8546 3.0058 -0.9936
H 0.0958 2.8776 0.6163
H -0.8134 2.7653 -0.9621
H -2.1944 -2.4867 0.8495
H -2.8538 -0.9487 0.4085
H -2.1709 -1.2244 2.0887
O 4.8924 3.2179 -1.8941
C 4.3780 2.9146 -0.8469
O 3.7348 1.7721 -0.6268
C 3.6065 0.9157 -1.7569
C 4.9060 0.1404 -2.0337
C 4.4497 3.8506 0.3295
H 3.3369 1.3934 -2.6985
H 2.8159 0.1917 -1.5672
H 5.6130 0.8626 -2.4511
H 4.7622 -0.5911 -2.8283
H 5.3888 -0.2847 -1.1563
H 4.9363 4.7800 0.0583
H 4.9836 3.3593 1.1428
H 3.4282 4.0770 0.6410
```

Results of the Mulliken charge analysis, in e, for atoms 1 through 5: -0.775, -0.078, 0.749, -0.749, -0.240